Entry 1:
Computed, not measured: C12H42O15 as an isolated structure, with ωB97M-V/def2-TZVPD.

```
69
Properties=species:S:1:pos:R:3:nbo_charge:R:1
O 0.067 0.116 -2.879 -0.939
H -0.066 0.049 -1.933 0.428
H 0.758 -0.518 -3.069 0.458
O -1.338 -2.360 0.189 -0.886
H -1.754 -2.433 -0.670 0.514
H -1.744 -3.052 0.711 0.500
O -0.370 -0.333 -0.920 -0.914
H 0.455 -0.505 -0.466 0.505
H -1.017 -0.250 -0.220 0.479
C 0.814 -3.838 0.648 -0.108
C 1.162 -4.550 -0.715 -0.145
O 0.072 -4.662 -1.563 -0.710
O 0.746 -2.449 0.392 -0.743
H 1.613 -4.043 1.360 0.186
H -0.055 -4.227 1.177 0.150
H 1.596 -5.514 -0.453 0.150
H 1.900 -3.952 -1.249 0.257
H -0.426 -5.395 -1.195 0.458
H -0.132 -2.232 0.070 0.481
C -1.840 2.170 -2.737 -0.117
C -3.119 2.464 -3.559 -0.076
O -4.308 2.256 -2.863 -0.733
O -1.569 0.779 -2.666 -0.704
H -2.083 2.742 -1.842 0.130
H -1.004 2.704 -3.189 0.157
H -3.153 1.770 -4.399 0.156
H -3.063 3.423 -4.074 0.176
H -4.355 1.371 -2.494 0.469
H -0.714 0.594 -2.272 0.436
C -2.451 1.113 0.903 -0.135
C -1.840 1.468 2.343 -0.131
O -1.974 0.376 3.209 -0.751
O -2.123 -0.118 0.347 -0.693
H -2.289 1.960 0.236 0.216
H -3.531 1.149 1.048 0.192
H -2.333 2.263 2.903 0.182
H -0.764 1.626 2.273 0.227
H -1.769 0.759 4.066 0.486
H -2.812 -0.744 0.582 0.519
C 2.746 -1.470 -0.153 -0.121
C 3.974 -2.205 0.378 -0.085
O 4.779 -1.328 1.158 -0.723
O 2.110 -2.224 -1.166 -0.783
H 3.132 -0.562 -0.616 0.165
H 2.073 -1.114 0.627 0.197
H 4.555 -2.486 -0.501 0.169
H 3.709 -3.137 0.879 0.148
H 5.042 -1.821 1.939 0.469
H 1.295 -2.501 -0.740 0.463
C 0.224 4.387 0.064 -0.088
C -0.433 2.980 -0.154 -0.096
O 0.159 1.869 0.543 -0.802
O -0.059 5.410 -0.941 -0.720
H 1.292 4.171 0.067 0.173
H 0.076 4.861 1.035 0.170
H -0.474 2.817 -1.231 0.211
H -1.507 3.119 -0.029 0.148
H -0.378 1.085 0.407 0.545
H 0.800 5.768 -1.177 0.475
C 0.929 -0.408 2.598 -0.099
C 2.095 0.449 2.154 -0.110
O 1.686 1.847 2.368 -0.777
O -0.132 -0.218 1.642 -0.823
H 0.724 -0.163 3.640 0.185
H 1.039 -1.489 2.517 0.185
H 2.488 0.353 1.141 0.205
H 2.857 0.277 2.913 0.192
H 1.055 2.136 1.704 0.486
H -1.042 -0.381 1.902 0.516
```

Its spin multiplicity is 1. Its energy above the lowest of the compared OMol25 structures with the same formula, charge and spin is 1633.8 kJ/mol. The frontier orbital gap comes out at 7.3 eV.

Entry 2:
Computed, not measured: C12H43MnO12 as an isolated structure, with ωB97M-V/def2-TZVPD.

```
68
Properties=species:S:1:pos:R:3:lowdin_spin:R:1
Mn -15.658 -13.064 -8.805 5.390
C -13.165 -15.468 -6.403 0.005
C -14.025 -14.585 -7.289 0.024
O -13.694 -13.446 -7.599 0.119
O -15.124 -14.948 -7.718 0.071
H -13.014 -16.478 -6.784 0.001
H -13.755 -15.529 -5.488 0.000
H -12.205 -15.035 -6.121 0.001
C -17.600 -17.611 -7.472 0.001
O -16.446 -17.339 -6.637 0.001
H -17.446 -17.366 -8.523 0.001
H -17.698 -18.696 -7.434 0.000
H -18.475 -17.063 -7.125 0.000
H -16.054 -16.525 -6.961 0.001
C -14.515 -17.771 -10.318 0.001
O -13.219 -17.813 -10.866 0.000
H -14.930 -18.761 -10.129 0.000
H -14.477 -17.297 -9.337 0.000
H -15.181 -17.178 -10.946 0.001
H -13.013 -16.898 -11.074 0.000
C -15.474 -15.163 -3.240 0.000
O -15.941 -13.941 -2.725 0.000
H -15.832 -15.457 -4.227 0.000
H -14.392 -15.217 -3.359 0.000
H -15.870 -15.937 -2.584 0.000
H -15.295 -13.242 -2.854 0.000
C -10.482 -11.893 -8.622 0.001
O -10.850 -12.511 -7.452 0.002
H -9.511 -11.445 -8.408 0.000
H -10.362 -12.540 -9.491 0.000
H -11.247 -11.161 -8.880 0.001
H -11.759 -12.798 -7.563 0.001
C -8.750 -15.366 -7.083 0.000
O -8.182 -16.658 -7.044 0.000
H -8.254 -14.682 -7.772 0.000
H -9.823 -15.267 -7.247 0.000
H -8.631 -14.950 -6.083 0.000
H -8.709 -17.194 -6.447 0.000
C -16.905 -12.928 -5.726 0.012
O -16.796 -12.342 -7.019 0.133
H -17.921 -13.209 -5.446 0.001
H -16.329 -13.849 -5.640 0.001
H -16.559 -12.289 -4.914 0.001
H -17.392 -11.590 -6.979 0.016
C -9.907 -16.796 -4.059 0.000
O -9.889 -17.693 -5.183 0.000
H -10.175 -15.760 -4.262 0.000
H -10.546 -17.273 -3.316 0.000
H -8.905 -16.717 -3.636 0.000
H -9.837 -18.539 -4.732 0.000
C -11.392 -15.217 -9.895 0.001
O -12.199 -14.878 -11.038 0.012
H -10.317 -15.296 -10.059 0.000
H -11.669 -14.552 -9.077 0.000
H -11.701 -16.170 -9.464 0.000
H -11.683 -14.419 -11.705 0.000
C -18.647 -14.209 -8.807 0.021
O -17.408 -14.300 -9.424 0.156
H -19.225 -13.297 -8.957 0.005
H -19.319 -14.976 -9.193 0.002
H -18.544 -14.408 -7.740 0.001
H -17.594 -14.903 -10.148 0.012
C -13.410 -11.998 -4.357 0.001
O -13.695 -12.156 -2.950 0.000
H -13.537 -10.976 -4.711 0.000
H -12.370 -12.259 -4.552 0.000
H -14.041 -12.540 -5.062 0.001
H -13.555 -11.292 -2.556 0.000
```

Its spin multiplicity is 7. Its energy above the lowest of the compared OMol25 structures with the same formula, charge and spin is 0.0 kJ/mol. The frontier orbital gap (alpha / beta) comes out at 5.8 / 9.4 eV.

Entry 3:
Computed, not measured: a 7-piece molecular cluster, C12H43N4O6 overall, with ωB97M-V/def2-TZVPD.

```
65
Properties=species:S:1:pos:R:3:lowdin_spin:R:1
N 0.334 -0.294 1.287 0.025
H -0.049 0.536 1.715 0.024
H 0.622 0.140 0.422 0.008
H -0.278 -1.093 1.200 0.006
H 1.245 -0.554 1.637 0.012
O 1.661 2.364 1.202 0.187
H 0.921 2.902 1.483 0.070
H 2.400 2.682 1.722 0.048
O 1.091 0.417 -1.220 0.013
H 1.755 0.328 -1.904 0.003
H 0.801 1.328 -1.284 0.005
O -1.265 1.198 2.955 0.181
H -0.924 1.949 3.439 0.088
H -2.011 0.896 3.474 0.035
C -2.071 -2.198 3.519 0.026
C -2.128 -2.945 2.169 0.004
C -3.374 -2.769 1.222 0.007
O -3.463 -3.836 0.298 0.001
C -4.650 -3.689 -0.544 0.001
N -0.841 -2.775 1.461 0.003
H -2.327 -1.144 3.412 0.014
H -1.110 -2.353 4.009 0.007
H -2.887 -2.605 4.115 0.002
H -2.285 -3.984 2.460 0.000
H -3.353 -1.876 0.598 0.008
H -4.275 -2.772 1.836 0.001
H -4.676 -4.583 -1.168 0.000
H -4.677 -2.923 -1.320 0.000
H -5.544 -3.532 0.059 0.000
H -0.100 -3.352 1.833 0.002
H -1.014 -3.107 0.523 0.001
C 2.386 -2.810 -0.007 0.003
C 3.295 -1.983 0.889 0.004
C 4.115 -0.781 0.291 0.009
O 5.151 -1.183 -0.546 0.002
C 5.788 -0.055 -1.179 0.003
N 2.619 -1.642 2.144 0.011
H 1.372 -2.426 0.101 0.001
H 2.288 -3.866 0.244 0.001
H 2.633 -2.627 -1.053 0.001
H 4.012 -2.743 1.200 0.001
H 4.586 -0.123 1.021 0.006
H 3.364 -0.204 -0.249 0.005
H 5.134 0.743 -1.531 0.003
H 6.340 -0.470 -2.022 0.000
H 6.631 0.299 -0.584 0.000
H 2.273 -2.498 2.555 0.004
H 3.330 -1.210 2.717 0.012
C -1.588 3.974 -0.674 0.048
C -0.977 2.894 -1.670 0.016
C -1.588 2.916 -3.148 0.003
O -1.349 4.120 -3.882 0.001
C -2.145 4.266 -5.038 0.000
N 0.452 3.298 -1.685 0.010
H -1.287 3.915 0.371 0.039
H -2.634 3.671 -0.637 0.006
H -1.651 5.004 -1.026 0.002
H -1.067 1.887 -1.261 0.011
H -2.643 2.675 -3.016 0.001
H -1.195 2.105 -3.762 0.001
H -1.384 3.685 -5.558 0.000
H -2.131 5.308 -5.356 0.000
H -3.089 3.721 -5.054 0.000
H 0.799 3.751 -0.851 0.014
H 0.630 4.033 -2.355 0.002
```

Its spin multiplicity is 2. The frontier orbital gap (alpha / beta) comes out at 2.8 / 9.2 eV.

Number 1: molar mass 426.453 g/mol, largest force on an atom 0.326 hartree/bohr, E -1610.305205 hartree. Number 2: molar mass 434.402 g/mol, largest force on an atom 0.070 hartree/bohr, E -2536.685729 hartree. Number 3: molar mass 339.498 g/mol, largest force on an atom 0.081 hartree/bohr, E -1153.213676 hartree.